No. 1
{
  "formula": "C31H33N7O2",
  "method": "the ωB97M-V functional and the def2-TZVPD basis",
  "species": ["N", "C", "C", "C", "C", "C", "H", "H", "H", "H", "H", "N", "C", "C", "C", "C", "C", "H", "H", "H", "H", "H", "N", "C", "C", "C", "C", "C", "H", "H", "H", "H", "H", "N", "C", "C", "C", "C", "C", "H", "H", "H", "H", "H", "N", "C", "C", "C", "C", "C", "H", "H", "H", "H", "H", "N", "C", "C", "C", "C", "C", "H", "H", "H", "H", "H", "C", "N", "O", "O", "H", "H", "H"],
  "coordinates": [[29.1309, 29.1156, 1.9077], [29.4576, 30.4062, 1.6565], [28.5533, 31.3996, 1.4382], [27.2282, 31.0682, 1.4924], [26.8320, 29.7469, 1.7595], [27.8357, 28.7577, 1.9546], [30.4741, 30.7688, 1.6974], [28.9772, 32.3472, 1.1402], [26.5839, 31.8963, 1.2365], [25.7826, 29.4924, 1.7802], [27.6844, 27.7287, 2.2457], [30.7902, 24.8014, 1.2068], [29.6359, 24.2698, 1.4868], [28.4304, 24.7335, 0.8868], [28.4387, 26.0202, 0.2218], [29.6890, 26.6675, 0.0614], [30.8402, 26.0260, 0.5728], [29.5830, 23.4762, 2.2174], [27.4966, 24.2144, 1.0448], [27.5147, 26.4272, -0.1616], [29.7674, 27.6462, -0.3884], [31.8536, 26.3739, 0.4368], [35.3670, 23.7174, 0.3277], [36.0003, 24.8960, 0.0344], [35.4486, 26.1164, 0.1501], [34.1191, 26.2768, 0.5810], [33.3742, 25.0578, 0.8927], [34.0805, 23.8348, 0.7550], [37.0415, 24.7789, -0.2276], [35.9038, 27.0582, -0.1187], [33.6923, 27.2633, 0.6859], [32.3795, 25.0795, 1.3129], [33.6265, 22.8813, 0.9808], [37.8362, 28.8932, 1.4354], [38.8385, 28.3641, 0.7426], [38.6854, 27.9263, -0.5480], [37.4218, 28.0197, -1.2034], [36.3672, 28.6132, -0.4798], [36.5603, 28.9405, 0.8555], [39.7148, 28.2948, 1.3701], [39.5029, 27.4334, -1.0533], [37.3289, 27.6509, -2.2142], [35.4264, 28.6496, -1.0088], [35.7455, 29.3630, 1.4247], [32.1660, 27.7871, 1.9086], [33.4373, 28.3054, 1.9825], [33.8802, 29.5591, 1.5857], [32.9783, 30.2865, 0.7913], [31.7265, 29.6920, 0.5406], [31.3698, 28.4772, 1.0950], [34.0424, 27.7434, 2.6786], [34.8202, 29.9987, 1.8849], [33.1471, 31.3062, 0.4779], [30.9703, 30.2908, 0.0549], [30.3887, 28.0425, 0.9731], [32.9899, 24.4919, 3.4192], [33.4117, 25.7304, 3.0091], [33.9598, 26.6308, 3.8836], [33.8985, 26.4122, 5.2692], [33.3246, 25.2243, 5.7080], [33.0454, 24.2726, 4.7526], [33.2431, 25.9159, 1.9585], [34.3170, 27.6046, 3.5829], [34.4204, 27.0636, 5.9546], [33.2599, 24.9338, 6.7462], [32.5599, 23.3388, 4.9952], [33.1144, 32.6586, 2.2369], [31.6527, 32.6353, 2.2818], [31.1038, 32.2793, 1.2546], [31.0798, 32.9136, 3.2770], [33.3486, 32.6387, 1.1725], [33.3005, 31.6301, 2.5461], [33.4939, 33.5452, 2.7449]],
  "e_tot_ev": -47189.9493
}

---

No. 2
{
  "formula": "C31H34LuN9O4S",
  "method": "the ωB97M-V functional and the def2-TZVPD basis",
  "species": ["Lu", "N", "C", "C", "C", "C", "C", "C", "S", "O", "O", "N", "C", "N", "C", "C", "C", "N", "H", "H", "H", "H", "H", "H", "H", "H", "H", "O", "C", "O", "C", "C", "C", "C", "C", "N", "H", "H", "H", "H", "N", "C", "C", "C", "N", "H", "H", "H", "H", "H", "H", "H", "H", "H", "H", "C", "N", "C", "C", "C", "C", "C", "N", "C", "C", "C", "C", "C", "C", "H", "H", "H", "H", "H", "H", "H", "H", "H", "H", "H"],
  "coordinates": [[0.5044, -0.9781, 0.5569], [1.0819, 7.1510, 0.2268], [0.4802, 5.9194, 0.1280], [0.1665, 5.3762, -1.1246], [-0.4883, 4.1650, -1.2255], [-0.8221, 3.4599, -0.0742], [-0.5380, 3.9984, 1.1736], [0.1161, 5.2108, 1.2781], [-1.6159, 1.8673, -0.1877], [-1.9449, 1.4706, 1.1639], [-2.6769, 1.9525, -1.1434], [-0.4491, 0.7914, -0.6107], [-0.0434, 0.6157, -1.8813], [-0.3352, 1.4586, -2.8850], [0.0412, 1.1100, -4.1048], [0.7342, -0.0597, -4.3789], [1.0696, -0.8249, -3.2769], [0.7145, -0.5054, -2.0421], [1.4908, 7.5634, -0.5905], [1.4536, 7.4356, 1.1135], [0.4277, 5.9261, -2.0215], [-0.7529, 3.7437, -2.1825], [-0.8659, 3.4736, 2.0628], [0.3337, 5.6272, 2.2549], [-0.2164, 1.8163, -4.8887], [1.0118, -0.3498, -5.3804], [1.6576, -1.7324, -3.3801], [3.4451, -3.9303, 1.0308], [2.6424, -3.2461, 0.4278], [2.4042, -1.9928, 0.5750], [1.8396, -3.8777, -0.7068], [2.3782, -4.9576, -1.3925], [1.7127, -5.4466, -2.5012], [0.5143, -4.8470, -2.8616], [0.0351, -3.7994, -2.0947], [0.6782, -3.2998, -1.0378], [3.3089, -5.3719, -1.0317], [2.1118, -6.2728, -3.0749], [-0.0454, -5.1851, -3.7228], [-0.9153, -3.3484, -2.3527], [2.6089, 0.6371, 0.0175], [3.4774, 1.0698, 1.1238], [2.8653, 2.2391, 1.8881], [1.8007, 1.7935, 2.8810], [0.7067, 1.1017, 2.1978], [3.0716, -0.1273, -0.4633], [2.5025, 1.3943, -0.6496], [4.4665, 1.3620, 0.7564], [3.6012, 0.2122, 1.7880], [2.4291, 2.9499, 1.1763], [3.6533, 2.7624, 2.4334], [1.4380, 2.6655, 3.4389], [2.2446, 1.1053, 3.6022], [0.2093, 1.7632, 1.6231], [0.0290, 0.7850, 2.8869], [-2.7004, -2.7744, 0.5709], [-1.5726, -2.1483, 1.2658], [-1.6757, -2.0521, 2.5553], [-0.5708, -1.7405, 3.3807], [-0.4670, -1.6931, 4.7792], [0.8855, -1.5334, 5.0609], [1.5411, -1.4964, 3.8226], [0.6768, -1.6090, 2.8104], [-3.3927, -1.9468, -0.4856], [-2.8041, -1.7458, -1.7298], [-3.4980, -1.1170, -2.7487], [-4.7844, -0.6501, -2.5277], [-5.3648, -0.8076, -1.2803], [-4.6766, -1.4632, -0.2691], [-3.4458, -3.0965, 1.3040], [-2.3109, -3.6773, 0.0907], [-2.6115, -2.3124, 3.0549], [-1.2818, -1.7788, 5.4828], [1.3526, -1.4731, 6.0311], [2.6043, -1.4334, 3.6343], [-1.7967, -2.1076, -1.9039], [-3.0293, -0.9751, -3.7149], [-5.3169, -0.1416, -3.3203], [-6.3603, -0.4246, -1.0940], [-5.1489, -1.6222, 0.6938]],
  "relative_energy_kj_mol": 158.2
}